(1)
DFT (ωB97M-V/def2-TZVPD) results for an isolated molecule of C3H4ClF.

CARTESIAN COORDINATES (ANGSTROEM)
F -1.723 0.836 -1.611
C -0.427 0.367 -1.209
C -0.576 -0.109 0.054
C 0.490 -0.376 1.035
Cl 2.110 -0.468 0.356
H 0.399 0.001 -2.180
H -1.517 0.527 0.439
H 0.630 0.527 1.723
H 0.615 -1.305 1.392

The value obtained for the frontier orbital gap is 10.75 eV. As for the total energy: -18412.5419 eV. Its spin multiplicity is 1. As for the LUMO energy: 0.646 eV. As for the SMILES: F/C=C/CCl.

(2)
DFT (ωB97M-V/def2-TZVPD) results for an isolated molecule of C4H6N2.

CARTESIAN COORDINATES (ANGSTROEM)
C 1.318 -0.914 -0.551
C 0.092 -0.269 0.002
C -0.852 -0.835 0.819
N -1.864 0.455 1.182
N -1.264 1.429 0.515
C -0.196 1.064 -0.203
H 1.280 -2.006 -0.548
H 1.473 -0.571 -1.576
H 2.171 -0.616 0.068
H -1.006 -1.938 0.558
H -1.480 2.439 0.554
H 0.329 1.762 -0.821

The value obtained for the frontier orbital gap is 9.36 eV. As for the total energy: -7222.6293 eV. Its spin multiplicity is 1. As for the LUMO energy: 0.896 eV. As for the SMILES: Cc1cn[nH]c1.

(3)
DFT (ωB97M-V/def2-TZVPD) results for a structure of composition C30H39F3LiN2P2S.

CARTESIAN COORDINATES (ANGSTROEM)
Li -0.058 -0.482 0.086
C -1.689 3.100 -1.576
C -2.930 2.265 -1.271
C -3.918 3.114 -0.480
P -2.298 0.698 -0.426
C -3.755 -0.503 -0.561
C -3.695 -1.499 0.592
C -5.186 -0.002 -0.767
C -2.221 1.209 1.308
C -3.338 1.348 2.121
C -3.218 1.615 3.470
C -1.948 1.702 4.030
C -0.831 1.591 3.242
C -0.919 1.381 1.847
N 0.162 1.233 1.048
C 1.342 1.803 1.370
C 1.432 3.029 2.070
C 2.635 3.566 2.455
C 3.826 2.918 2.147
C 3.777 1.768 1.381
C 2.571 1.221 0.962
P 2.448 -0.245 -0.094
C 3.143 0.374 -1.733
C 1.995 1.159 -2.366
C 4.395 1.245 -1.735
C 3.719 -1.448 0.611
C 5.199 -1.352 0.243
C 3.212 -2.847 0.257
H -1.957 4.015 -2.105
H -0.981 2.537 -2.178
H -1.197 3.369 -0.643
H -3.390 1.946 -2.216
H -3.483 3.393 0.477
H -4.852 2.593 -0.292
H -4.147 4.027 -1.033
H -3.480 -1.047 -1.481
H -4.055 -1.063 1.521
H -2.672 -1.827 0.763
H -4.296 -2.380 0.366
H -5.577 0.517 0.105
H -5.833 -0.863 -0.944
H -5.262 0.657 -1.630
H -4.326 1.258 1.693
H -4.099 1.737 4.086
H -1.835 1.847 5.097
H 0.149 1.626 3.697
H 0.513 3.541 2.318
H 2.655 4.493 3.019
H 4.773 3.312 2.492
H 4.702 1.276 1.120
H 3.325 -0.539 -2.316
H 1.813 2.062 -1.785
H 1.080 0.571 -2.360
H 2.233 1.447 -3.392
H 4.253 2.104 -1.083
H 4.582 1.612 -2.746
H 5.278 0.704 -1.412
H 3.612 -1.315 1.697
H 5.347 -1.521 -0.821
H 5.745 -2.127 0.781
H 5.643 -0.400 0.518
H 3.223 -3.000 -0.820
H 2.193 -2.978 0.609
H 3.835 -3.611 0.721
F 0.441 -5.720 0.635
C -0.634 -5.540 -0.150
F -0.747 -6.704 -0.845
F -1.703 -5.533 0.665
C -0.542 -4.358 -1.055
C -0.628 -4.509 -2.420
C -0.538 -3.386 -3.236
C -0.357 -2.159 -2.620
N -0.278 -1.989 -1.319
C -0.382 -3.053 -0.495
S -0.336 -2.774 1.156
H -0.769 -5.488 -2.854
H -0.611 -3.470 -4.309
H -0.278 -1.252 -3.207

The value obtained for the frontier orbital gap is 6.27 eV. As for the total energy: -72498.4747 eV. Its charge is -1. Its spin multiplicity is 1. As for the LUMO energy: 2.548 eV.

Which value of frontier orbital gap does entry 3 give?
6.27 eV